Molecular formula: C3H3NdO4
Method: DFT, the ωB97M-V functional and the def2-TZVPD basis

ORCA input file:
```
! wB97M-V def2-TZVPD RIJCOSX def2/J DEFGRID3
* xyz 2 4
O -0.3191 -2.0139 -0.3070
C 0.0683 -1.2532 -1.1579
C 0.0354 0.2454 -0.9940
H 0.4692 -1.6041 -2.1325
H 1.0377 0.6616 -1.1681
H -0.6667 0.6862 -1.7139
O 1.6337 0.8950 1.1833
C 0.5179 0.4844 1.3855
O -0.4048 0.5687 0.3062
O -0.1251 0.3340 2.4685
Nd -2.2465 0.9960 2.1300
*
```

HOMO (alpha / beta) ... -17.18 / -17.20 eV
LUMO level (alpha / beta) ... -12.753 / -11.589 eV
⟨S²⟩ ... 3.760

Here are the Löwdin charges for atoms 1 to 8, given in e: atom 1 (O): 0.1042, atom 2 (C): -0.1742, atom 3 (C): -0.1025, atom 4 (H): 0.1602, atom 5 (H): 0.1606, atom 6 (H): 0.1566, atom 7 (O): 0.2337, atom 8 (C): -0.6845

Molecular formula: C3H3O2
Method: DFT, the ωB97M-V functional and the def2-TZVPD basis

ORCA input file:
```
! wB97M-V def2-TZVPD RIJCOSX def2/J DEFGRID3
* xyz 1 3
C -0.5277 -0.4489 0.3645
C 0.5549 -0.8242 -0.4388
C -0.4718 0.9208 0.3786
O 1.2043 0.2027 -0.8653
O 0.6282 1.3305 -0.4007
H -1.2329 -1.0824 0.8684
H 0.8932 -1.8092 -0.7380
H -1.0482 1.7108 0.8313
*
```

HOMO (alpha / beta) ... -13.34 / -18.21 eV
LUMO level (alpha / beta) ... -4.701 / -10.507 eV
⟨S²⟩ ... 2.005

Löwdin atomic charges, in units of e: atom 1 (C): 0.1747, atom 2 (C): -0.0006, atom 3 (C): 0.0758, atom 4 (O): 0.1266, atom 5 (O): 0.1082, atom 6 (H): 0.1711, atom 7 (H): 0.1781, atom 8 (H): 0.1660

Molecular formula: C3H3O2Rb
Method: DFT, the ωB97M-V functional and the def2-TZVPD basis

ORCA input file:
```
! wB97M-V def2-TZVPD RIJCOSX def2/J DEFGRID3
* xyz 0 1
C -0.3108 -1.4650 -1.0675
C 0.3384 -0.1768 -1.0908
H 1.3786 -0.0864 -1.4461
H 0.0721 -2.0125 -0.1854
H -0.3675 0.2709 -1.8445
O -0.8113 0.2772 2.0634
C -0.4942 -0.3959 1.0753
O 0.1840 0.4898 0.1412
Rb 0.0108 3.0988 2.3545
*
```

HOMO ... -6.52 eV
LUMO level ... -1.223 eV

Here are the Löwdin charges for atoms 1 to 8, given in e: atom 1 (C): 0.0682, atom 2 (C): -0.4355, atom 3 (H): 0.1155, atom 4 (H): -0.0576, atom 5 (H): 0.0836, atom 6 (O): -0.2046, atom 7 (C): -0.2870, atom 8 (O): -0.2174

Molecular formula: C3H3O2S
Method: DFT, the ωB97M-V functional and the def2-TZVPD basis

ORCA input file:
```
! wB97M-V def2-TZVPD RIJCOSX def2/J DEFGRID3
* xyz -1 1
C -1.5118 0.4135 -0.3679
C -4.1821 0.0883 -0.8862
C -0.0956 -0.1405 -0.1083
O -1.6890 1.5841 -0.0331
O -2.2513 -0.3697 -1.0538
S -4.5725 -0.4313 0.5337
H 0.0588 -1.0307 -0.7972
H 0.4233 0.8803 -0.1653
H -0.2126 -0.5426 0.9293
*
```

HOMO ... -3.74 eV
LUMO level ... 3.598 eV

Here are the Löwdin charges for atoms 1 to 8, given in e: atom 1 (C): -0.7991, atom 2 (C): -0.5847, atom 3 (C): -0.0514, atom 4 (O): -0.0558, atom 5 (O): -0.2112, atom 6 (S): 0.4715, atom 7 (H): 0.0758, atom 8 (H): 0.0878

Molecular formula: C3H3O2Tl
Method: DFT, the ωB97M-V functional and the def2-TZVPD basis

ORCA input file:
```
! wB97M-V def2-TZVPD RIJCOSX def2/J DEFGRID3
* xyz 0 1
O 0.1767 -0.2604 0.9595
C 0.9301 -0.5835 -0.0867
C -1.0147 0.4778 0.4438
O 0.1173 -0.5801 -1.1559
C -0.6711 0.6797 -1.0056
H -1.1048 1.4293 0.9888
H -1.8659 -0.1889 0.6526
Tl 3.0252 -2.2574 0.0815
H 0.4072 1.2835 -0.8781
*
```

HOMO ... -6.56 eV
LUMO level ... -1.412 eV

Here are the Löwdin charges for atoms 1 to 8, given in e: atom 1 (O): -0.1307, atom 2 (C): -0.3814, atom 3 (C): -0.2208, atom 4 (O): -0.2404, atom 5 (C): -0.1729, atom 6 (H): 0.1097, atom 7 (H): 0.1048, atom 8 (Tl): 0.8625

Molecular formula: C3H3O2Tl
Method: DFT, the ωB97M-V functional and the def2-TZVPD basis

ORCA input file:
```
! wB97M-V def2-TZVPD RIJCOSX def2/J DEFGRID3
* xyz 1 2
C 0.7721 0.7664 0.2873
O -0.7587 -0.6786 -0.0921
C 0.3726 -0.1882 1.1591
C -0.2012 0.4292 -0.8170
O 0.5004 -0.8549 2.1576
H 1.3585 1.6587 0.4884
H -0.9739 1.1937 -1.0065
H 0.2732 0.1140 -1.7620
Tl -1.3432 -2.4404 -0.4149
*
```

HOMO (alpha / beta) ... -14.30 / -14.28 eV
LUMO level (alpha / beta) ... -4.298 / -7.573 eV
⟨S²⟩ ... 0.763

Here are the Löwdin charges for atoms 1 to 8, given in e: atom 1 (C): 0.1644, atom 2 (O): -0.5458, atom 3 (C): -0.2119, atom 4 (C): -0.1523, atom 5 (O): 0.2366, atom 6 (H): 0.1558, atom 7 (H): 0.1557, atom 8 (H): 0.1468

Molecular formula: C3H3O2Tl
Method: DFT, the ωB97M-V functional and the def2-TZVPD basis

ORCA input file:
```
! wB97M-V def2-TZVPD RIJCOSX def2/J DEFGRID3
* xyz 1 2
C 0.3793 -0.9371 0.8068
C 0.6694 0.4822 0.4190
H 0.1951 1.2232 1.0928
H 0.3958 -1.0807 1.8972
H 1.7285 0.7867 0.3353
O -1.8789 -0.1670 -1.6094
C -1.4305 0.6053 -0.7324
O 0.0213 0.6246 -0.8809
Tl -0.0800 -1.5371 -1.3285
*
```

HOMO (alpha / beta) ... -14.26 / -14.00 eV
LUMO level (alpha / beta) ... -7.440 / -7.869 eV
⟨S²⟩ ... 1.020

Here are the Löwdin charges for atoms 1 to 8, given in e: atom 1 (C): 0.0906, atom 2 (C): -0.2456, atom 3 (H): 0.1599, atom 4 (H): 0.0846, atom 5 (H): 0.1679, atom 6 (O): -0.0703, atom 7 (C): -0.0951, atom 8 (O): -0.2840

Molecular formula: C3H3O3
Method: DFT, the ωB97M-V functional and the def2-TZVPD basis

ORCA input file:
```
! wB97M-V def2-TZVPD RIJCOSX def2/J DEFGRID3
* xyz 1 3
C 0.2079 0.9410 -0.0482
C 1.4014 -0.7877 -0.0143
C -0.7230 -0.1006 -0.0420
O -0.0670 -1.2480 -0.0089
O 1.3829 0.4353 -0.0326
O -2.0264 -0.1705 -0.1047
H 0.1526 1.9613 0.0947
H 2.0835 -1.5918 -0.2258
H -2.4119 0.5610 0.3819
*
```

HOMO (alpha / beta) ... -12.63 / -18.51 eV
LUMO level (alpha / beta) ... -4.164 / -8.547 eV
⟨S²⟩ ... 2.006

Here are the Löwdin charges for atoms 1 to 8, given in e: atom 1 (C): 0.1326, atom 2 (C): 0.0208, atom 3 (C): -0.2626, atom 4 (O): 0.1717, atom 5 (O): 0.1622, atom 6 (O): 0.2721, atom 7 (H): 0.1627, atom 8 (H): 0.1704